Here is one molecule with the formula C2H4N4 at a distorted geometry from OMol25. Energies are from ωB97M-V/def2-TZVPD.

The value obtained for the HOMO energy is -8.58 eV. The SMILES is Nc1ncn[nH]1. The relative energy (zero: lowest compared OMol25 entry of this formula, charge and spin) comes out at 20.06 kcal per mole. The total energy comes out at -8098.4444 eV. The value obtained for the frontier orbital gap is 9.28 eV. The total charge is 0.

Each atom is followed by the atoms it is bonded to, with distances in Å.
Geometry (Å):
1 N -0.70 1.07 -1.16  C2 1.332, H7 1.076, H8 1.029
2 C -0.21 0.32 -0.18  N1 1.332, N3 1.292, N6 1.368
3 N 0.84 0.70 0.47  C2 1.292, C4 1.413
4 C 1.31 -0.53 1.00  N3 1.413, N5 1.323, H9 1.142
5 N 0.43 -1.51 0.88  C4 1.323, N6 1.313
6 N -0.49 -0.99 0.11  C2 1.368, N5 1.313, H10 1.067
7 H -0.36 2.08 -1.10  N1 1.076
8 H -1.61 1.02 -1.65  N1 1.029
9 H 2.26 -0.72 1.60  C4 1.142
10 H -1.46 -1.43 0.02  N6 1.067